No. 1
Computed, not measured: a molecular structure, C34H39BrN4O2P2Sn at a distorted geometry, with ωB97M-V/def2-TZVPD.

Calculated values
gap between HOMO and LUMO	6.951	eV
energy relative to the best compared isomer or geometry (same formula, charge and spin)	24.7	kcal/mol
E_tot	-140394.30137	eV

Last column: Mulliken charge in e.
Geometry (Å):
Sn -0.26 1.25 -0.78  0.69
C -2.10 1.75 -7.45  -0.66
C -2.20 0.44 -7.14  -0.56
C -1.30 -0.63 -7.65  -0.89
C 0.21 -0.29 -7.64  -1.18
C 0.67 0.50 -6.46  0.10
C 0.69 1.84 -6.43  -0.31
C 0.33 2.65 -7.64  -1.12
C -1.03 2.32 -8.33  -0.89
C 1.37 1.42 0.77  -1.31
H -2.89 2.45 -7.22  0.59
H -3.06 0.07 -6.57  1.12
H -1.56 -0.92 -8.69  0.34
H -1.49 -1.53 -7.04  0.36
H 0.76 -1.24 -7.71  0.41
H 0.43 0.27 -8.56  0.31
H 1.18 -0.12 -5.73  0.85
H 1.08 2.41 -5.59  0.51
H 1.08 2.53 -8.45  0.28
H 0.35 3.71 -7.38  0.37
H -1.41 3.26 -8.77  0.44
H -0.83 1.62 -9.15  0.41
H 0.90 1.89 1.66  0.30
H 2.17 2.01 0.34  0.57
H 1.67 0.41 1.07  0.14
P 1.59 -0.42 -2.00  0.53
P -1.55 -1.05 -1.89  0.01
N 2.74 0.78 -2.68  0.82
N 2.72 -1.63 -1.44  0.59
N -2.46 0.24 -2.72  0.25
N -2.98 -1.99 -1.61  0.50
C 0.84 -1.19 -3.47  0.05
C -0.55 -1.85 -3.21  -1.32
C 2.86 2.09 -2.20  -0.41
C 3.86 2.74 -2.89  -0.91
C 4.39 1.81 -3.83  -0.78
C 3.69 0.62 -3.69  -0.51
C 3.59 -1.43 -0.35  -0.54
C 4.25 -2.62 -0.09  -0.71
C 3.79 -3.59 -1.04  -0.68
C 2.84 -2.97 -1.84  -0.37
C -2.72 1.49 -2.09  -0.74
C -3.03 2.43 -3.08  -1.06
C -2.96 1.77 -4.33  -0.16
C -2.55 0.45 -4.08  -0.27
C -4.14 -2.20 -2.37  -0.30
C -5.00 -3.03 -1.66  -0.57
C -4.35 -3.36 -0.42  -0.61
C -3.12 -2.71 -0.41  -0.36
H 1.53 -1.94 -3.90  1.23
H 0.68 -0.39 -4.21  -1.65
H -1.16 -1.93 -4.14  0.56
H -0.39 -2.89 -2.86  0.45
H 2.21 2.45 -1.41  0.40
H 4.17 3.76 -2.73  0.46
H 5.20 2.00 -4.52  0.45
H 3.81 -0.33 -4.20  0.49
H 3.62 -0.48 0.16  0.45
H 4.99 -2.78 0.68  0.44
H 4.12 -4.61 -1.12  0.44
H 2.22 -3.35 -2.63  0.38
H -2.95 1.55 -1.02  0.68
H -3.27 3.48 -2.95  0.44
H -3.21 2.16 -5.30  0.24
H -2.35 -0.36 -4.75  0.40
H -4.28 -1.72 -3.32  0.39
H -5.97 -3.40 -1.98  0.42
H -4.74 -4.01 0.36  0.42
H -2.33 -2.68 0.32  0.34
Br -1.88 2.33 3.15  -0.17
C -1.66 0.63 3.97  -0.03
C -1.97 0.53 5.33  -0.48
C -1.79 -0.68 6.03  -0.53
C -1.35 -1.81 5.34  -0.60
C -1.04 -1.73 3.98  -0.44
C -1.22 -0.52 3.28  0.43
C -0.68 -0.49 1.87  0.58
O 0.29 -1.24 1.65  -0.67
O -1.25 0.32 1.02  -0.38
H -2.28 1.42 5.85  0.40
H -1.97 -0.69 7.10  0.36
H -1.22 -2.75 5.85  0.39
H -0.66 -2.56 3.41  0.42

---

No. 2
Computed, not measured: CH3Cl2P in the gas phase at a distorted geometry, with ωB97M-V/def2-TZVPD.

Calculated values
gap between HOMO and LUMO (alpha / beta)	7.351 / 9.676	eV
energy relative to the best compared isomer or geometry (same formula, charge and spin)	39.5	kcal/mol
<S²>	2.02
E_tot	-35415.96024	eV
multiplicity	3

Last column: Mulliken spin population.
Geometry (Å):
C -0.09 0.42 1.33  0.65
P -0.69 -0.83 -2.43  1.15
Cl 1.11 -0.35 -2.90  0.13
Cl -0.19 -0.87 -0.33  0.09
H -1.16 0.85 1.38  -0.01
H 0.69 1.00 0.74  -0.01
H 0.34 -0.21 2.20  0.00

---

No. 3
Computed, not measured: C2H2OS2 in the gas phase at a distorted geometry, with ωB97M-V/def2-TZVPD.

Calculated values
gap between HOMO and LUMO	7.964	eV
energy relative to the best compared isomer or geometry (same formula, charge and spin)	14.7	kcal/mol
E_tot	-25823.10331	eV

Last column: Mulliken charge in e.
Geometry (Å):
O 0.12 -1.04 -1.62  -0.41
C 0.16 -0.55 -0.57  0.47
S 1.44 -1.16 0.57  -0.20
C -0.75 0.67 -0.16  -0.10
S -0.61 1.59 1.13  -0.22
H 1.12 -0.26 1.60  0.13
H -1.47 0.75 -0.95  0.32

---

No. 4
Computed, not measured: a molecular structure, C24H32F3N2RuSSe at a distorted geometry, with ωB97M-V/def2-TZVPD.

Calculated values
gap between HOMO and LUMO (alpha / beta)	6.445 / 6.894	eV
<S²>	1.21
E_tot	-115302.22413	eV
multiplicity	2

Last column: Mulliken spin population.
Geometry (Å):
Ru -1.21 -0.46 -0.46  0.63
C 0.42 1.58 -0.43  0.04
C 0.49 0.70 -1.56  -0.18
C 1.15 -0.51 -1.08  0.12
C 1.40 -0.31 0.30  0.08
C 0.99 0.98 0.70  0.10
C 1.25 1.65 2.03  0.02
C -0.05 2.22 2.62  0.01
C 1.86 0.68 3.04  0.01
C 2.24 2.80 1.79  0.02
C 1.73 -1.74 -1.80  -0.07
C 2.55 -2.62 -0.84  0.00
C 0.61 -2.65 -2.32  -0.02
C 2.68 -1.29 -2.91  0.01
C 0.07 1.26 -2.92  0.15
C 1.23 2.06 -3.53  0.01
C -1.11 2.24 -2.73  0.01
C -0.42 0.20 -3.92  -0.02
H 0.07 2.60 -0.47  0.01
H 1.93 -0.99 0.94  0.01
H -0.72 1.41 2.90  0.00
H -0.56 2.86 1.91  0.00
H 0.18 2.80 3.51  0.00
H 1.21 -0.18 3.19  0.00
H 2.00 1.18 3.99  0.00
H 2.83 0.33 2.70  0.00
H 1.81 3.55 1.13  0.00
H 3.16 2.43 1.34  0.00
H 2.48 3.28 2.74  0.00
H 1.93 -3.01 -0.04  0.00
H 3.39 -2.07 -0.42  0.00
H 2.94 -3.46 -1.40  0.00
H 0.14 -3.15 -1.47  0.00
H 1.02 -3.42 -2.97  0.00
H -0.16 -2.11 -2.87  0.00
H 3.50 -0.73 -2.48  0.00
H 2.19 -0.67 -3.65  0.00
H 3.08 -2.17 -3.42  0.00
H 1.56 2.84 -2.84  0.00
H 0.90 2.53 -4.45  0.00
H 2.09 1.42 -3.75  0.00
H -0.80 3.20 -2.32  0.00
H -1.88 1.81 -2.07  0.00
H -1.58 2.42 -3.69  0.00
H 0.34 -0.52 -4.17  0.00
H -0.73 0.70 -4.83  0.00
H -1.30 -0.31 -3.51  0.01
F -4.92 -0.63 4.80  0.00
C -4.39 -0.13 3.68  0.01
F -4.25 1.19 3.90  0.00
F -5.33 -0.27 2.73  0.00
C -3.10 -0.81 3.32  0.00
C -2.60 -1.84 4.10  0.01
C -1.43 -2.48 3.71  -0.01
C -0.83 -2.09 2.53  0.01
N -1.29 -1.10 1.78  -0.04
C -2.41 -0.43 2.15  -0.01
S -2.89 0.84 1.10  0.06
H -3.13 -2.14 4.99  0.00
H -1.01 -3.28 4.29  0.00
H 0.05 -2.59 2.15  0.01
Se -2.73 -2.54 -0.85  -0.02
C -3.15 -0.98 -1.66  -0.05
N -3.51 -0.05 -2.25  0.11

---

No. 5
Computed, not measured: a molecular structure, C17H42Cl2OP3Rh at a distorted geometry, with ωB97M-V/def2-TZVPD.

Calculated values
gap between HOMO and LUMO (alpha / beta)	5.931 / 6.308	eV
charge	+2
<S²>	6.02
E_tot	-76260.38018	eV
multiplicity	5

Last column: Mulliken spin population.
Geometry (Å):
C 0.96 0.24 -3.55  0.11
C 1.56 0.58 -2.24  0.01
H 1.78 0.02 -4.23  0.03
H 0.35 1.04 -3.99  0.00
H 0.43 -0.74 -3.52  0.01
O 2.66 0.98 -1.97  0.12
Cl -2.41 -0.59 -2.20  0.43
Rh -0.19 0.15 -1.58  1.53
P -0.10 2.57 -1.22  0.08
C 1.30 3.06 -0.12  0.02
C -0.01 3.55 -2.76  0.03
H -0.03 4.62 -2.51  0.00
H -1.42 4.50 -0.47  0.00
H -0.90 3.31 -3.36  0.00
H -2.43 3.05 -0.76  0.00
H 2.15 2.38 -0.28  0.00
H 0.89 3.32 -3.34  0.00
C -1.48 3.41 -0.33  0.00
H 1.64 4.07 -0.38  0.00
H -1.45 3.17 0.74  0.00
H 1.00 3.00 0.93  0.00
P -0.12 -2.21 -0.92  0.24
C 1.03 -2.84 0.37  0.04
C -1.65 -3.04 -0.35  0.01
H -0.43 -3.01 -3.15  -0.01
H 0.50 -4.16 -2.13  0.01
H 1.31 -2.71 -2.80  0.00
C 0.37 -3.11 -2.41  0.03
H -2.50 -2.63 -0.91  0.00
H -1.56 -4.12 -0.57  0.00
H 1.32 -3.87 0.11  0.01
H 0.55 -2.82 1.36  -0.01
H -1.81 -2.88 0.72  0.00
H 1.93 -2.23 0.40  0.00
Cl -1.44 0.42 0.56  0.52
C -2.10 1.93 3.65  0.02
C -0.60 1.78 3.39  0.05
C 0.19 2.15 4.63  0.03
P -0.15 0.19 2.62  0.47
C 1.74 0.25 2.64  0.05
C 2.42 -0.65 3.70  0.02
C 2.35 0.06 1.24  -0.02
C -0.95 -1.23 3.46  0.09
C -0.67 -1.32 4.96  0.05
C -2.46 -1.33 3.21  0.01
H -2.44 1.26 4.46  0.00
H -2.70 1.73 2.77  0.00
H -2.28 2.98 3.90  0.00
H -0.34 2.48 2.59  0.00
H 0.03 1.43 5.43  0.00
H 1.27 2.26 4.43  0.00
H -0.19 3.13 4.96  0.00
H 1.94 1.29 2.93  0.00
H 2.15 -1.72 3.61  0.00
H 3.52 -0.56 3.56  0.01
H 2.21 -0.31 4.73  -0.01
H 1.61 0.15 0.41  0.02
H 3.12 0.82 1.06  0.00
H 2.83 -0.93 1.18  -0.01
H -0.48 -2.10 2.98  0.00
H -1.17 -0.52 5.52  0.00
H -1.07 -2.28 5.32  0.00
H 0.40 -1.30 5.20  -0.01
H -2.72 -1.33 2.15  0.00
H -2.79 -2.29 3.63  0.00
H -3.02 -0.54 3.72  0.00

---

No. 6
Computed, not measured: C21H28N4O2S in the gas phase at a distorted geometry, with ωB97M-V/def2-TZVPD.

Calculated values
gap between HOMO and LUMO	8.281	eV
energy relative to the best compared isomer or geometry (same formula, charge and spin)	48.4	kcal/mol
E_tot	-43121.94422	eV

Last column: Mulliken charge in e.
Geometry (Å):
C 3.47 -3.31 2.64  -0.78
O 3.76 -2.27 1.72  -0.54
C 3.54 -1.00 2.21  0.31
C 4.65 -0.21 2.46  -0.28
C 4.53 1.07 2.98  -0.53
C 3.26 1.54 3.28  -0.94
C 2.14 0.78 3.01  -0.83
C 2.24 -0.50 2.45  1.08
N 1.13 -1.30 2.20  0.40
C -0.18 -0.92 2.68  -1.86
C -0.93 -0.01 1.70  0.10
N -1.05 -0.71 0.44  0.08
C -1.97 -0.15 -0.53  0.57
C -3.43 -0.27 -0.07  -1.24
C -4.06 1.09 0.25  -0.55
C -4.02 2.00 -0.98  -0.90
N -2.80 1.78 -1.74  0.15
C -2.88 1.79 -3.08  0.63
O -3.91 2.14 -3.66  -0.73
C -1.70 1.41 -3.90  -0.03
C -1.61 1.78 -5.21  -0.35
S -0.19 1.16 -5.93  -0.22
C 0.20 0.40 -4.39  0.54
C 1.42 -0.41 -4.22  -0.95
N -0.66 0.63 -3.47  -0.17
C -1.69 1.32 -0.95  -1.45
C 0.27 -1.00 -0.09  -0.33
C 1.00 -1.92 0.89  -1.47
H 2.43 -3.26 2.97  0.30
H 3.65 -4.24 2.11  0.24
H 4.12 -3.25 3.51  0.34
H 5.62 -0.63 2.25  0.43
H 5.40 1.67 3.17  0.39
H 3.14 2.53 3.71  0.39
H 1.17 1.19 3.24  0.32
H -0.09 -0.45 3.66  0.59
H -0.76 -1.84 2.79  0.43
H -1.92 0.21 2.10  0.31
H -0.38 0.94 1.60  0.24
H -1.84 -0.75 -1.44  0.17
H -4.02 -0.73 -0.87  0.44
H -3.48 -0.93 0.80  0.46
H -3.53 1.55 1.09  0.29
H -5.09 0.95 0.56  0.44
H -4.85 1.78 -1.65  0.45
H -4.09 3.05 -0.68  0.22
H -2.30 2.38 -5.76  0.49
H 1.54 -0.68 -3.17  0.14
H 1.36 -1.32 -4.82  0.29
H 2.30 0.15 -4.55  0.35
H -0.76 1.38 -1.52  0.69
H -1.61 1.96 -0.07  0.27
H 0.17 -1.49 -1.05  0.47
H 0.87 -0.08 -0.23  0.22
H 1.99 -2.17 0.50  0.59
H 0.42 -2.84 1.01  0.32

---

No. 7
Computed, not measured: a molecular structure, C20H18F6N3O4RhS4, with ωB97M-V/def2-TZVPD.

Calculated values
gap between HOMO and LUMO (alpha / beta)	6.474 / 5.871	eV
energy relative to the best compared isomer or geometry (same formula, charge and spin)	0.0	kcal/mol
charge	+2
<S²>	6.08
E_tot	-96323.62696	eV
multiplicity	5

Last column: Mulliken spin population.
Geometry (Å):
Rh -0.54 0.46 -0.25  1.75
F -2.26 -0.71 2.59  0.00
C -1.49 -1.77 2.76  0.00
F -0.80 -1.63 3.89  0.00
F -2.20 -2.87 2.78  0.00
S -0.30 -1.89 1.35  0.02
O -1.09 -1.68 0.13  0.05
O 0.48 -3.07 1.50  0.01
N 0.54 -0.48 1.56  0.09
S 1.59 -0.18 0.35  -0.09
O 2.47 0.91 0.73  -0.07
O -0.05 2.69 2.66  -0.03
C 1.69 1.38 4.29  0.54
F -0.51 2.26 5.00  0.00
F 2.48 0.86 3.40  0.04
F 1.68 0.69 5.39  0.04
S -0.10 1.51 3.70  0.23
C 1.01 3.33 2.01  0.22
N 1.84 4.10 2.73  0.29
C 2.82 4.87 1.96  -0.01
C 3.24 4.08 0.74  -0.01
N 2.05 3.72 -0.04  0.29
C 2.17 3.87 -1.51  -0.01
C 2.39 5.32 -1.87  0.01
C 3.58 5.73 -2.45  0.00
C 3.78 7.07 -2.77  0.00
C 2.79 7.99 -2.50  0.00
C 1.59 7.59 -1.91  0.00
C 1.39 6.25 -1.60  0.01
C 1.00 3.26 0.60  0.16
S -0.44 2.70 -0.25  0.26
C 1.57 4.52 4.11  -0.06
C 2.35 3.75 5.16  0.03
C 1.86 3.72 6.46  0.10
C 2.57 3.09 7.46  -0.01
C 3.80 2.49 7.18  0.07
C 4.31 2.53 5.89  -0.04
C 3.59 3.16 4.88  0.07
H 3.68 5.07 2.60  0.00
H 2.37 5.82 1.67  0.02
H 3.75 3.15 1.02  0.01
H 3.89 4.68 0.12  0.00
H 1.27 3.47 -1.96  -0.01
H 3.01 3.25 -1.82  0.01
H 4.35 5.00 -2.67  0.00
H 4.70 7.38 -3.23  0.00
H 2.94 9.04 -2.75  0.00
H 0.81 8.31 -1.72  0.00
H 0.45 5.94 -1.17  0.00
H 0.51 4.46 4.31  0.01
H 1.84 5.58 4.15  0.01
H 0.91 4.20 6.69  0.00
H 2.18 3.07 8.47  0.00
H 4.35 2.00 7.97  0.00
H 5.27 2.08 5.67  0.00
H 4.01 3.19 3.88  0.01

---

No. 8
Computed, not measured: 18 unconnected molecules or ions with the total composition C18H72N36O18 at a distorted geometry, with ωB97M-V/def2-TZVPD.

Calculated values
gap between HOMO and LUMO	7.859	eV
energy relative to the best compared isomer or geometry (same formula, charge and spin)	314.6	kcal/mol
E_tot	-110342.14327	eV

Last column: Mulliken charge in e.
Geometry (Å):
C -3.86 1.94 -1.67  -0.49
O -3.50 1.58 -0.59  0.63
N -3.24 1.66 -2.74  0.14
N -4.81 2.80 -1.80  -0.08
H -3.46 1.97 -3.68  -0.01
H -2.44 1.12 -2.46  -0.39
H -4.87 3.46 -2.56  0.20
H -5.44 2.82 -1.01  0.19
C 0.39 1.44 -3.57  0.29
O 0.25 1.83 -4.80  -0.83
N 0.23 2.19 -2.49  0.23
N 0.78 0.29 -3.25  0.15
H 0.05 3.18 -2.39  0.46
H 0.08 1.60 -1.68  -0.19
H 1.14 -0.13 -4.09  0.26
H 1.10 0.09 -2.31  0.00
C 3.92 1.35 -0.34  0.59
O 3.89 0.81 0.75  -0.38
N 2.86 1.81 -0.87  -0.01
N 4.94 1.45 -1.09  -0.28
H 2.82 2.34 -1.74  0.22
H 2.12 1.53 -0.25  -0.46
H 4.66 1.87 -1.96  0.11
H 5.80 1.22 -0.61  0.18
C -3.39 0.07 -6.72  0.71
O -3.43 -1.09 -6.47  -0.67
N -4.38 0.54 -7.36  -0.42
N -2.71 0.97 -6.11  -0.31
H -4.44 1.53 -7.53  0.15
H -5.20 -0.02 -7.56  0.22
H -2.98 1.94 -6.08  0.21
H -1.97 0.62 -5.52  0.08
C -1.51 5.33 -2.01  0.55
O -0.47 4.64 -2.03  -0.76
N -1.70 6.42 -2.72  -0.41
N -2.64 4.92 -1.50  -0.09
H -2.55 6.95 -2.60  0.15
H -0.88 6.89 -3.06  0.27
H -2.81 3.95 -1.25  -0.06
H -3.44 5.53 -1.63  0.18
C -0.81 -6.52 -1.68  0.61
O 0.35 -6.80 -1.41  -0.65
N -1.40 -7.16 -2.64  -0.45
N -1.47 -5.45 -1.25  -0.05
H -2.34 -6.98 -2.95  0.17
H -0.71 -7.65 -3.20  0.25
H -2.37 -5.27 -1.67  0.13
H -1.20 -4.96 -0.41  0.12
C 5.63 3.69 2.30  0.57
O 6.18 4.29 3.18  -0.74
N 6.20 3.52 1.17  -0.20
N 4.59 2.96 2.57  -0.01
H 6.90 4.12 0.76  0.17
H 5.80 2.89 0.50  0.08
H 3.95 2.73 1.83  -0.03
H 4.33 2.83 3.54  0.05
C -3.08 0.23 3.85  0.25
O -2.27 -0.24 4.58  -0.65
N -4.31 0.45 4.23  -0.37
N -2.80 0.57 2.56  1.11
H -4.54 0.33 5.20  0.25
H -4.99 0.35 3.49  0.11
H -1.87 0.94 2.48  -0.41
H -3.61 0.75 1.97  -0.35
C -2.46 -2.00 -2.00  0.02
O -1.27 -2.15 -2.26  -0.58
N -3.00 -2.32 -0.89  0.11
N -3.47 -1.75 -2.83  -0.26
H -3.99 -2.33 -0.70  0.11
H -2.41 -2.82 -0.24  0.06
H -3.23 -1.60 -3.80  0.20
H -4.45 -1.84 -2.60  0.13
C -6.32 0.05 0.93  0.88
O -5.36 -0.45 1.50  -0.69
N -6.52 0.20 -0.34  -0.33
N -7.27 0.68 1.58  -0.45
H -5.77 -0.01 -0.98  0.07
H -7.35 0.67 -0.66  0.19
H -8.01 1.09 1.05  0.10
H -7.48 0.48 2.55  0.24
C 7.57 0.19 0.55  0.53
O 8.20 0.93 -0.20  -0.67
N 7.29 -1.05 0.31  -0.26
N 7.02 0.54 1.70  -0.28
H 7.50 -1.41 -0.61  0.23
H 6.56 -1.44 0.88  0.08
H 6.86 1.50 1.95  0.18
H 6.47 -0.14 2.21  0.09
C -1.39 -3.26 2.04  0.45
O -1.25 -4.29 1.38  -0.91
N -0.49 -2.52 2.64  -0.13
N -2.48 -2.67 2.13  -0.12
H -0.57 -1.70 3.22  0.19
H 0.39 -2.93 2.35  -0.08
H -3.24 -3.31 1.95  0.25
H -2.47 -1.73 2.52  0.12
C 2.22 -3.75 -2.36  0.51
O 3.38 -3.54 -2.76  -0.78
N 1.81 -3.66 -1.13  0.00
N 1.25 -4.10 -3.17  -0.11
H 1.05 -4.17 -0.71  0.09
H 2.61 -3.67 -0.50  -0.02
H 1.39 -4.25 -4.15  0.23
H 0.33 -4.36 -2.84  0.01
C -4.51 4.18 1.72  0.56
O -5.37 3.89 0.96  -0.64
N -4.50 5.23 2.54  -0.47
N -3.35 3.57 1.78  -0.04
H -5.35 5.78 2.57  0.26
H -3.55 5.53 2.71  0.16
H -2.75 3.96 2.48  0.19
H -3.21 2.86 1.08  -0.36
C 3.16 -2.15 2.72  0.53
O 2.80 -2.63 1.73  -0.38
N 3.73 -0.98 2.68  0.18
N 2.79 -2.47 3.98  -0.40
H 3.57 -0.48 1.81  -0.07
H 3.93 -0.59 3.58  0.09
H 2.15 -3.25 3.91  0.27
H 3.03 -1.85 4.74  0.16
C 1.57 2.72 4.17  0.51
O 2.23 3.45 4.83  -0.70
N 1.37 1.46 4.42  -0.22
N 1.30 3.01 2.94  -0.10
H 1.87 1.05 5.19  0.19
H 0.66 1.01 3.86  0.06
H 1.18 4.01 2.78  0.18
H 0.92 2.38 2.25  0.47
C 6.49 -4.84 2.85  0.59
O 6.92 -5.13 3.89  -0.63
N 6.41 -3.62 2.35  -0.15
N 6.07 -5.76 2.09  -0.33
H 6.93 -2.84 2.71  0.10
H 5.81 -3.38 1.57  0.06
H 6.29 -6.74 2.20  0.19
H 5.44 -5.49 1.35  0.15
C 0.05 0.23 0.35  0.20
O 0.25 1.06 1.25  -1.55
N -1.05 0.11 -0.29  2.38
N 0.87 -0.67 -0.11  1.43
H -1.11 -0.61 -1.00  -1.14
H -1.92 0.24 0.22  -0.69
H 0.49 -1.42 -0.67  -0.11
H 1.62 -0.95 0.51  -0.61